Density functional theory data (the ωB97M-V functional and the def2-TZVPD basis) for C22H39BBeBrF5MgNO13S2 as an isolated structure.

Results
charge: +1
gap between HOMO and LUMO: 2.830 eV
energy above the lowest of the compared OMol25 structures with the same formula, charge and spin: 0.000 eV

Structure (XYZ):
```
86
Properties=species:S:1:pos:R:3:forces:R:3
O 0.970361 -0.143109 1.938955 -0.8 1.0 -0.8
S 2.002960 0.776444 1.435716 0.0 -3.3 0.3
O 2.704893 0.054332 0.399224 0.7 1.5 -1.0
O 2.888873 1.090200 2.634333 -0.2 0.8 -0.3
C 3.497290 2.423138 2.505600 0.5 2.0 -0.3
C 2.405118 3.489923 2.659120 0.4 -1.3 -1.1
C 1.750575 3.639650 1.278410 -0.1 0.1 0.6
C 1.121160 2.285416 0.796520 -0.1 0.8 0.7
S -0.609094 2.233500 1.493437 -0.1 0.3 -0.2
C 0.995796 2.359782 -0.766297 0.0 1.2 -0.1
F 0.161582 1.343914 -1.353535 0.6 0.2 0.9
F 0.394841 3.490801 -1.041597 -0.5 -0.1 -0.1
F 2.137599 2.359221 -1.383902 0.2 -0.4 0.1
H 3.922546 2.543403 1.501993 0.2 -0.5 0.0
H 4.325352 2.560343 3.190404 -0.2 -0.7 0.4
H 1.708468 3.125903 3.408827 -0.1 0.5 0.3
H 2.843423 4.445634 2.920972 -0.1 0.0 0.4
H 0.925034 4.343403 1.359031 0.0 0.0 -0.3
H 2.472210 4.051407 0.572947 0.0 -0.3 -0.2
H -0.357765 1.974181 2.852577 0.0 -0.4 -0.1
Be 4.052815 0.619466 -1.271149 -0.7 -1.3 -1.9
C -0.750189 1.164864 5.819524 0.0 0.0 0.1
O -0.569478 1.033199 4.393324 0.2 0.2 -0.5
H -1.172602 2.144918 6.015321 0.0 0.0 -0.1
H -1.434363 0.397530 6.176911 0.0 0.0 0.0
H 0.208518 1.075522 6.328571 0.0 0.0 0.0
H -0.195676 0.161970 4.223161 0.0 0.0 0.1
C 0.267391 5.860336 6.323255 -0.1 -0.3 -0.2
C 1.605460 5.258443 5.993672 0.0 0.0 0.1
O 1.708493 4.324350 5.217495 -0.1 0.1 0.2
C 2.811017 5.857128 6.662741 0.1 -0.3 -0.2
H -0.513834 5.337039 5.775736 0.0 0.0 0.0
H 0.070682 5.768509 7.391966 0.0 0.2 0.0
H 0.251745 6.913424 6.039887 0.0 0.1 0.2
H 2.720157 5.764968 7.745486 0.0 0.2 0.0
H 2.902480 6.910253 6.393651 -0.1 0.1 0.2
H 3.707085 5.331705 6.339863 0.0 0.0 0.0
C -4.751999 -0.634390 0.451431 -0.1 -0.1 0.2
C -4.227458 -0.227634 -0.911421 -0.2 -0.3 0.2
C -3.602326 1.165094 -0.896005 -0.2 -0.3 -0.7
C -4.536460 2.215693 -0.502579 0.2 0.0 0.1
N -5.269066 3.042322 -0.194743 0.0 0.1 0.0
H -5.560008 0.014436 0.792527 0.1 0.1 0.0
H -5.139821 -1.649311 0.399665 0.1 0.0 0.0
H -3.953701 -0.613222 1.209464 0.0 0.0 0.0
H -5.033560 -0.273224 -1.642530 0.1 0.0 -0.1
H -3.468097 -0.950012 -1.234184 -0.1 0.0 -0.1
H -3.201007 1.416914 -1.880992 0.1 0.1 0.1
H -2.784574 1.133759 -0.161075 0.3 0.2 0.2
B -5.777448 -5.730103 1.206318 -0.1 -0.6 0.7
O -6.156983 -6.416456 -0.067996 0.2 0.6 0.0
C -6.036683 -5.570443 -1.067556 -0.2 -0.7 -0.2
O -6.255838 -5.794981 -2.225298 0.0 0.1 -0.1
C -5.554408 -4.227325 -0.507832 0.2 0.5 0.3
O -5.329532 -3.224427 -1.145283 0.1 0.1 -0.3
O -5.409016 -4.328786 0.788195 0.0 0.0 -0.3
F -4.681402 -6.347098 1.789381 0.1 0.1 -0.1
F -6.842865 -5.696204 2.083729 0.0 0.1 -0.1
C -1.361774 -2.871979 -5.668967 -0.2 0.1 0.0
C -0.917441 -4.320278 -5.638248 0.2 0.2 -0.1
O -1.901868 -5.163899 -5.037942 0.1 0.0 0.1
C -2.956276 -5.451319 -5.815070 -0.2 0.0 0.1
O -3.113176 -5.072096 -6.947585 0.1 0.0 0.0
O -3.787677 -6.207524 -5.117543 0.0 -0.1 0.0
C -5.011235 -6.525755 -5.793470 -0.3 -0.2 0.0
H -1.638998 -2.538985 -4.666012 0.1 0.0 0.0
H -0.561560 -2.234676 -6.048604 0.0 0.0 0.0
H -2.234925 -2.743652 -6.306372 0.0 0.0 -0.1
H -0.025300 -4.420169 -5.021036 -0.1 -0.2 0.1
H -0.667114 -4.681610 -6.635506 -0.2 0.0 0.0
H -4.814222 -6.970035 -6.766702 0.1 0.1 0.0
H -5.622418 -5.631862 -5.898062 0.1 0.0 -0.1
H -5.540867 -7.243040 -5.175183 0.1 0.1 0.2
C 6.897919 -0.009110 -2.719419 -1.5 -1.1 0.0
C 8.220687 0.837456 -2.891557 1.2 0.1 1.0
C 9.387685 -0.020638 -2.348370 -0.1 -0.6 -0.1
O 8.070181 1.925922 -2.168275 -0.5 0.3 -0.4
H 6.733571 -0.234918 -1.664332 0.4 0.3 0.1
H 6.052521 0.567811 -3.105133 0.2 0.3 -0.1
H 6.948153 -0.953250 -3.268747 0.2 0.1 -0.1
H 8.368656 0.947924 -3.981320 -0.5 0.4 0.0
H 9.248803 -0.276177 -1.298192 -0.1 0.1 0.0
H 10.326690 0.518462 -2.453587 -0.1 0.2 0.0
H 9.468656 -0.952857 -2.912276 0.0 0.0 0.0
Mg -0.399354 0.199426 0.166069 -0.7 -1.3 0.6
Br 2.510942 -0.334015 -3.041547 1.2 0.8 1.9
```
Forces are in eV/Å.



Density functional theory data (the ωB97M-V functional and the def2-TZVPD basis) for CH4N2ORb as an isolated structure.

Results
charge: +1
gap between HOMO and LUMO: 10.100 eV
energy above the lowest of the compared OMol25 structures with the same formula, charge and spin: 0.135 eV

Structure (XYZ):
```
9
Properties=species:S:1:pos:R:3:forces:R:3
Rb -16.316896 13.621973 -16.161111 -0.1 0.0 0.3
C -14.601689 14.104459 -12.972295 0.4 -0.6 0.2
O -15.740315 14.008658 -13.432347 -0.1 0.1 -0.5
N -13.732784 15.077086 -13.350829 0.2 0.2 -0.1
N -14.094643 13.184107 -12.110882 0.0 0.3 -0.1
H -14.043812 15.818956 -13.949785 -0.2 0.0 0.1
H -12.823819 15.187076 -12.935486 -0.1 -0.1 0.0
H -14.663363 12.404578 -11.836330 -0.1 0.1 0.1
H -13.181219 13.295536 -11.707785 -0.1 -0.1 0.1
```
Forces are in eV/Å.